Record 1
The following is a DFT calculation (wB97M-V/def2-TZVPD) of a structure of composition C5H9F4N2O at a distorted geometry.

For the LUMO energy (spin up / spin down), the calculation gives -6.08 / -8.74 eV. As for the total energy: -779.60570 a.u. Its net charge is +1. The max |F| is 0.1002 hartree/bohr. Its HOMO energy (spin up / spin down) is -16.5 / -14.1 eV. As for the energy above the lowest of the compared OMol25 structures with the same formula, charge and spin: 155.9 kcal per mole.

The geometry in XYZ format:
```
21
Properties=species:S:1:pos:R:3:forces:R:3
C 0.09720 -0.76700 -0.49296 -0.97 -3.12 2.36
C -0.06195 1.22464 -1.69819 1.63 -0.54 -1.61
C -1.26096 1.08888 0.39569 2.03 -1.77 2.93
C 1.00168 -2.88255 0.26540 2.24 -0.65 1.25
C 3.19822 0.26496 0.31165 2.67 3.77 -2.28
N -0.36868 0.37167 -0.52537 -0.72 3.30 -2.59
N 0.07273 -1.95678 -0.25367 1.32 2.44 -0.68
O 2.27937 -0.48745 0.84592 -0.30 -1.21 1.00
F 3.41073 -0.01828 -1.01336 -0.09 -1.18 0.98
F 4.37412 0.35841 0.96244 -1.21 -1.65 -0.09
F 2.81845 1.55607 0.21679 -1.09 0.41 0.48
F -0.89339 -2.75957 -1.39432 -0.80 -0.55 -0.65
H 0.11774 2.25776 -1.40240 -0.72 -0.08 0.03
H 0.89802 0.93526 -2.14378 0.10 -0.20 0.45
H -0.72091 1.01349 -2.55603 -0.51 0.57 0.82
H -0.58999 1.86157 0.80512 -0.54 -0.29 0.43
H -2.02537 1.56820 -0.10222 -1.66 0.64 -1.45
H -1.63819 0.35748 1.15347 0.30 0.94 -0.48
H 0.64606 -3.86425 0.02001 -0.19 -0.45 0.11
H 1.16029 -2.75163 1.39108 -0.42 -0.11 -1.63
H 1.98937 -2.71844 -0.25563 -1.05 -0.28 0.62
```
Forces are in eV/Å.


Record 2
The following is a DFT calculation (wB97M-V/def2-TZVPD) of a structure of composition C29H49AsCl3CoN3OS2SbSi3 at a distorted geometry.

As for the spin multiplicity: 4. For the LUMO energy (spin up / spin down), the calculation gives -2.38 / -3.02 eV. As for the total energy: -8277.91435 a.u. Its net charge is +1. The max |F| is 0.0804 hartree/bohr. Its HOMO energy (spin up / spin down) is -9.7 / -10.8 eV. As for the energy above the lowest of the compared OMol25 structures with the same formula, charge and spin: 18.2 kcal per mole.

The geometry in XYZ format:
```
93
Properties=species:S:1:pos:R:3:forces:R:3
Co -0.14654 1.02164 0.59831 0.68 1.89 -0.05
N 2.46919 1.05271 2.20437 -2.13 -0.09 -0.94
C 1.41029 1.02640 1.68670 3.33 -0.38 2.09
C -3.79134 0.67176 -0.58212 -1.61 -0.24 0.05
As -3.49681 0.61126 1.33267 0.99 1.98 0.74
C -3.20006 -1.18705 1.87176 0.02 -1.32 0.28
C -5.01986 1.44359 2.37167 -0.17 -0.91 -1.39
S -1.68445 1.82203 1.76219 -3.75 0.05 1.50
H -3.62252 1.70177 -0.92855 -0.44 -0.27 0.26
H -4.85022 0.28775 -0.74835 1.28 0.74 -0.11
H -3.10405 0.04558 -1.13554 0.26 -0.34 0.23
H -4.09659 -1.47928 2.40332 -0.43 -0.36 -0.16
H -2.40612 -1.39800 2.61368 -0.09 0.79 -0.61
H -3.04959 -1.83480 0.98735 -0.16 0.36 0.44
H -4.71333 1.44415 3.39843 0.11 -0.26 0.56
H -6.02093 0.96087 2.20930 1.14 0.20 0.17
H -5.08640 2.47567 2.05710 0.10 0.22 -0.26
C 4.01578 3.72245 0.90676 -0.64 0.32 1.13
Si 3.02905 3.40723 -0.65648 1.63 -0.29 0.39
C 3.72156 4.85836 -1.69564 -1.33 -0.34 1.43
C 3.76967 1.74591 -1.30686 -1.34 -0.36 0.26
Sb 0.51524 3.35084 -0.03446 0.34 1.42 -2.05
Si 0.03310 5.26448 1.66554 1.03 1.34 -0.44
C 0.83434 6.82111 0.87153 -0.10 -0.80 1.91
C -1.77865 5.69602 1.70154 -0.90 -0.46 0.13
C 0.88392 4.78688 3.26021 -0.96 -1.18 0.67
Si -0.60435 4.30378 -2.26113 -0.36 0.96 0.82
C 0.55495 5.56121 -3.03486 -1.26 0.12 -0.24
C -2.31818 4.98796 -1.66867 0.34 0.32 -0.01
C -0.95823 3.05819 -3.63023 -1.81 -0.03 1.39
H 5.04162 3.97195 0.65666 0.28 -0.18 -0.22
H 4.00269 2.93869 1.68125 -0.02 0.13 -0.49
H 3.64293 4.63129 1.41063 -0.02 -0.15 -0.12
H 4.77751 4.63162 -1.72636 0.38 0.38 0.11
H 3.43919 5.78972 -1.14658 0.65 -0.56 -0.50
H 3.33706 4.89973 -2.67637 -0.34 0.20 -1.22
H 4.84173 1.96619 -1.41822 -0.32 -0.17 -0.34
H 3.26447 1.40209 -2.25022 0.85 0.26 0.66
H 3.67797 0.91944 -0.54244 -0.03 0.96 -0.69
H 0.28908 6.96125 -0.01483 -0.53 0.47 -1.45
H 1.86311 6.59995 0.67219 0.69 0.04 -0.33
H 0.78596 7.73558 1.49057 -0.12 -0.49 -0.15
H -2.08432 6.28514 2.58485 0.22 -0.48 -0.15
H -2.45465 4.83943 1.54568 0.23 0.15 0.57
H -2.01626 6.32436 0.85296 0.27 0.33 -0.30
H 1.02523 3.67423 3.28706 0.30 0.93 0.00
H 0.17114 4.96824 4.08237 0.10 0.06 -0.17
H 1.78906 5.32511 3.54340 0.08 -0.16 -0.44
H 1.13096 6.19481 -2.42929 0.87 0.52 1.46
H 0.05452 6.31268 -3.65550 -0.25 -0.55 -0.43
H 1.23988 4.96876 -3.59966 0.53 -0.24 -0.79
H -2.37334 6.09448 -1.48757 0.31 -0.96 -0.12
H -2.63727 4.47973 -0.72513 0.02 0.28 -0.92
H -3.00139 4.79401 -2.51443 -0.07 -0.08 0.52
H -1.53831 3.57388 -4.43249 0.90 -0.38 0.26
H -1.72887 2.36725 -3.15458 1.12 0.27 -0.71
H -0.03346 2.56617 -3.90623 -0.19 -0.27 -0.50
Cl 2.35879 -9.03656 4.44121 -0.46 -0.07 -0.06
C 1.85132 -8.01251 3.13863 1.06 0.78 -0.56
C 0.68213 -7.28760 3.14152 -0.38 0.23 1.08
C 0.50050 -6.34736 2.10451 -2.74 0.62 1.54
C 1.35574 -6.04976 1.10691 1.43 -1.08 -1.23
C 0.85429 -5.06587 -0.01373 -0.06 0.91 1.97
C 1.62788 -3.72525 0.17345 1.22 -0.96 1.66
N 0.96350 -2.53180 -0.28878 0.18 1.73 -2.73
C 1.01284 -2.04944 -1.66431 -0.71 -0.99 1.31
C 0.45188 -0.82946 -1.69246 -1.30 0.52 2.67
N 0.06360 -0.50882 -0.32430 0.76 -3.20 -2.50
C 0.42198 -1.52713 0.44460 0.49 -1.40 -1.89
O 1.00393 -5.54945 -1.29105 -0.93 -0.95 -1.28
C -0.18963 -5.61493 -2.16927 0.66 2.07 -0.55
C -1.33734 -6.55814 -1.97416 -0.24 -0.42 1.27
C -1.26046 -7.91353 -2.10454 -0.69 -0.81 -0.27
Cl 0.01752 -8.90169 -2.70223 -0.01 0.44 0.20
S -2.76327 -8.71618 -1.74382 0.67 0.02 -0.39
C -3.54587 -7.24731 -1.40074 -0.56 0.55 1.02
C -2.67034 -6.19296 -1.51973 0.49 -0.71 -0.05
C 2.61195 -6.77468 1.17793 -1.46 0.18 0.35
Cl 3.83476 -6.37397 0.05061 0.51 -0.08 -0.31
C 2.84332 -7.74616 2.16226 -1.18 1.04 -0.33
H 0.00157 -7.35662 4.04611 0.69 0.05 -1.55
H -0.42870 -5.71266 2.11039 0.72 -0.97 0.21
H -0.21011 -4.79548 0.16668 0.36 -0.59 0.26
H 2.60184 -3.92746 -0.32775 -0.59 0.80 0.21
H 1.85908 -3.54114 1.28185 -0.36 -0.46 -1.52
H 1.23170 -2.70040 -2.49910 0.46 -0.02 0.33
H 0.10653 -0.13945 -2.45980 0.56 -0.40 0.04
H 0.30885 -1.64395 1.50599 0.04 0.37 0.24
H 0.29967 -5.80078 -3.13451 -0.26 -0.07 0.21
H -0.59885 -4.55094 -2.22471 0.33 -1.22 0.10
H -4.58051 -7.29883 -0.93433 1.56 0.36 -0.90
H -2.86458 -5.19084 -1.20778 -0.40 0.52 -0.04
H 3.78931 -8.22707 2.27714 0.47 -0.19 -0.28
```
Forces are in eV/Å.